Below is an isolated molecule of C3H5NO3, with properties calculated with ωB97M-V/def2-TZVPD.

ORCA input file:
```
! wB97M-V def2-TZVPD RIJCOSX def2/J DEFGRID3
* xyz 0 1
C -0.2224 1.2532 -1.0083
C -0.1249 0.3737 -0.0647
C 0.8786 -0.6965 -0.1757
N -1.1937 0.2437 0.8231
O -1.9107 1.2399 0.9740
O -1.2362 -0.8103 1.4337
O 1.4108 -1.2812 1.0168
H -1.1238 1.9047 -0.9789
H 0.4757 1.6491 -1.7055
H 1.8103 -0.3671 -0.8011
H 0.4614 -1.5195 -0.8498
H 0.7749 -1.9897 1.3363
*
```

Results
E in Ha: -397.63216
HOMO-LUMO gap in eV: 10.01
LUMO energy in eV: -0.8221
SMILES: C=C(CO)[N+](=O)[O-]

Löwdin atomic charge list, values in e, 6 entries:
1 C 0.134
2 C -0.270
3 C -0.219
4 N -0.340
5 O 0.073
6 O 0.100

***

Below is C29H29BF5MnN3O3PS3 as an isolated structure, with properties calculated with ωB97M-V/def2-TZVPD.

ORCA input file:
```
! wB97M-V def2-TZVPD RIJCOSX def2/J DEFGRID3
* xyz 0 5
Mn -1.3713 -0.6965 -0.2241
C 3.1398 3.5278 -4.3771
C 3.7948 2.2611 -3.8630
C 4.5264 1.5063 -4.9647
C 5.3673 0.3986 -4.3530
C 4.5619 -0.4150 -3.3739
C 4.9985 -1.6615 -2.9793
C 4.2271 -2.4412 -2.1253
F 4.7053 -3.6429 -1.7664
C 3.0063 -2.0325 -1.6697
C 2.5379 -0.7749 -2.0636
C 1.2168 -0.3434 -1.6024
O 0.5877 -1.0769 -0.8062
C 0.7607 0.9028 -2.1064
C 1.6257 1.6747 -2.8435
N 2.8563 1.3191 -3.2088
C 3.3244 0.0458 -2.8823
C -0.5910 1.5276 -1.8778
O -0.7984 2.6539 -2.2770
O -1.5221 0.8027 -1.3142
H 3.9272 4.1650 -4.7790
H 2.6328 4.0975 -3.6003
H 2.4323 3.3166 -5.1812
H 4.5308 2.5321 -3.0973
H 5.1572 2.2066 -5.5136
H 3.7956 1.1029 -5.6711
H 6.2347 0.8322 -3.8465
H 5.7577 -0.2652 -5.1255
H 5.9409 -2.0551 -3.3400
H 2.4049 -2.6483 -1.0164
H 1.2751 2.6517 -3.1380
C -0.4544 -4.2307 -1.6208
N -1.9081 -4.3150 -1.5854
C -2.7245 -3.2876 -1.8366
S -2.1103 -1.7721 -2.3552
N -4.0389 -3.4764 -1.7215
C -5.0322 -2.4283 -1.9198
H -0.0613 -5.2198 -1.3931
H -0.0768 -3.5167 -0.8920
H -0.1208 -3.9361 -2.6138
H -2.2990 -5.0987 -1.0851
H -4.3403 -4.2956 -1.2193
H -4.9619 -1.6714 -1.1426
H -6.0166 -2.8919 -1.8875
H -4.8924 -1.9607 -2.8889
S 0.3266 -1.1810 3.9949
P -0.6847 0.3554 3.4151
S -0.7855 0.8673 1.3704
C -0.0151 1.9273 4.0896
C 0.0359 1.9774 5.4845
C 0.5150 3.0996 6.1363
C 0.9607 4.1904 5.3993
C 0.9209 4.1432 4.0157
C 0.4346 3.0182 3.3621
C -2.4101 0.4084 4.0014
C -3.2734 1.4035 3.5490
C -4.5646 1.4764 4.0414
C -5.0000 0.5585 4.9902
C -4.1401 -0.4273 5.4467
C -2.8448 -0.5020 4.9540
H -0.2961 1.1233 6.0636
H 0.5439 3.1214 7.2184
H 1.3368 5.0713 5.9045
H 1.2692 4.9873 3.4331
H 0.4094 3.0068 2.2798
H -2.9369 2.1141 2.8037
H -5.2330 2.2503 3.6853
H -6.0129 0.6125 5.3703
H -4.4751 -1.1473 6.1828
H -2.1644 -1.2747 5.2901
F -1.4427 -2.3735 0.8290
B -2.8541 -2.5360 1.3924
F -3.4930 -1.4429 0.7613
F -2.7986 -2.4462 2.7363
F -3.3337 -3.7518 0.9477
*
```

Results
E in Ha: -4724.00332
HOMO-LUMO gap (alpha / beta) in eV: 5.92 / 7.30
LUMO energy (alpha / beta) in eV: -1.8539 / -0.4994
<S²>: 6.12

Löwdin atomic charge list, values in e, 6 entries:
1 Mn 0.657
2 C -0.042
3 C -0.300
4 C -0.142
5 C -0.129
6 C -0.127

***

Per-record energy relative to the best compared isomer or geometry (same formula, charge and spin), eV: 5.565 0.561